# 1
C18H22N4O3 in the gas phase, computed with ωB97M-V with the def2-TZVPD basis set.

For the HOMO energy, the calculation gives -0.2873 Eh. The charge is 0.

Last column: natural (NBO) charge in e.
Atoms and positions in Å:
O -0.571 -1.025 3.029  -0.62
C 0.235 -0.117 3.104  0.68
C 1.700 -0.356 3.457  -0.30
N 2.549 -0.618 2.314  -0.43
C 2.248 -1.794 1.524  -0.23
C 1.294 -1.519 0.357  -0.24
N 1.831 -0.465 -0.482  -0.47
C 1.384 -0.384 -1.802  0.27
C 1.454 -1.516 -2.619  -0.28
C 1.078 -1.459 -3.945  -0.18
C 0.631 -0.271 -4.500  -0.26
C 0.564 0.858 -3.704  -0.19
C 0.929 0.807 -2.371  -0.29
C 2.013 0.759 0.267  -0.24
C 2.941 0.484 1.463  -0.22
N -0.072 1.181 2.813  -0.66
C -1.154 1.663 2.025  0.79
O -1.092 2.784 1.580  -0.63
N -2.157 0.788 1.861  -0.62
C -3.145 0.970 0.817  -0.27
C -2.766 0.207 -0.416  0.26
C -2.323 -1.074 -0.580  -0.33
C -2.088 -1.236 -1.968  -0.30
C -2.406 -0.045 -2.539  0.09
O -2.810 0.835 -1.609  -0.40
H 1.745 -1.238 4.103  0.22
H 2.110 0.500 3.998  0.20
H 1.825 -2.562 2.172  0.21
H 3.199 -2.157 1.117  0.20
H 1.168 -2.430 -0.226  0.21
H 0.304 -1.230 0.743  0.18
H 1.827 -2.445 -2.216  0.21
H 1.145 -2.348 -4.555  0.21
H 0.343 -0.227 -5.539  0.21
H 0.214 1.793 -4.118  0.21
H 0.837 1.701 -1.775  0.22
H 2.503 1.495 -0.373  0.22
H 1.051 1.177 0.600  0.18
H 3.050 1.389 2.064  0.20
H 3.926 0.223 1.059  0.20
H 0.648 1.882 2.938  0.42
H -2.013 -0.150 2.227  0.44
H -3.195 2.034 0.577  0.25
H -4.115 0.637 1.199  0.22
H -2.189 -1.812 0.185  0.23
H -1.729 -2.113 -2.464  0.23
H -2.384 0.290 -3.556  0.21


# 2
C18H22N4O3S in the gas phase in a non-equilibrium geometry, computed with ωB97M-V with the def2-TZVPD basis set.

For the HOMO energy, the calculation gives -0.3247 Eh. The charge is 0.

Last column: natural (NBO) charge in e.
Atoms and positions in Å:
C 3.979 -4.128 5.338  -0.84
S 3.836 -4.179 3.482  2.10
O 5.073 -3.765 2.800  -0.93
O 3.275 -5.455 3.031  -0.93
C 2.621 -2.871 3.107  -0.30
C 3.088 -1.718 2.650  -0.19
C 2.065 -0.840 2.152  -0.15
C 0.730 -1.217 1.890  -0.10
C -0.297 -0.333 1.305  0.27
C -1.654 -0.568 1.597  -0.30
C -2.550 0.101 0.819  0.17
C -4.033 -0.190 0.851  0.62
N -4.970 0.483 0.152  -0.80
O -4.537 -0.923 1.682  -0.61
N -2.110 1.047 -0.013  -0.51
C -0.839 1.297 -0.037  0.56
N -0.389 2.264 -0.846  -0.58
C -0.987 2.285 -2.207  -0.04
C 0.097 1.467 -3.087  -0.42
C -0.532 1.384 -4.388  -0.40
C -0.469 2.835 -5.053  -0.39
C -1.280 3.856 -4.366  -0.40
C -1.076 3.687 -2.811  -0.43
N 0.086 0.589 0.512  -0.48
C 0.400 -2.444 2.380  -0.12
C 1.269 -3.227 3.094  -0.21
H 4.820 -3.389 5.544  0.25
H 3.056 -3.909 5.812  0.24
H 4.301 -5.063 5.728  0.25
H 4.206 -1.555 2.639  0.27
H 2.442 0.066 1.813  0.22
H -1.964 -1.399 2.158  0.24
H -5.952 0.319 0.336  0.41
H -4.677 1.336 -0.284  0.40
H 0.646 2.230 -0.858  0.39
H -1.916 1.663 -2.335  0.23
H 1.036 1.967 -3.189  0.20
H 0.365 0.509 -2.628  0.21
H -0.068 0.579 -4.958  0.22
H -1.636 1.219 -4.358  0.19
H 0.591 3.169 -5.019  0.19
H -0.935 2.736 -6.084  0.21
H -2.326 3.616 -4.670  0.19
H -1.054 4.864 -4.751  0.22
H -1.906 4.240 -2.295  0.21
H -0.188 4.317 -2.613  0.21
H -0.630 -2.806 2.400  0.21
H 0.992 -4.147 3.580  0.24


# 3
C18H22N4O4S in the gas phase in a non-equilibrium geometry, computed with ωB97M-V with the def2-TZVPD basis set.

For the HOMO energy, the calculation gives -0.3288 Eh. The charge is 0.

Last column: natural (NBO) charge in e.
Atoms and positions in Å:
C -6.574 -2.506 -0.992  -0.25
O -6.303 -1.267 -1.603  -0.48
C -5.386 -0.444 -1.039  0.31
C -4.673 -0.721 0.125  -0.27
C -3.750 0.190 0.607  -0.17
C -3.521 1.392 -0.052  -0.19
C -2.559 2.420 0.418  0.67
O -2.673 3.602 0.163  -0.62
N -1.521 1.948 1.169  -0.61
C -0.478 2.827 1.644  -0.29
C 0.818 2.504 0.997  0.44
N 1.814 1.872 1.518  -0.28
N 2.762 1.748 0.566  -0.38
C 2.284 2.310 -0.509  0.30
S 3.017 2.454 -2.056  0.33
C 4.589 1.575 -1.748  -0.60
C 4.398 0.055 -1.790  0.66
O 4.578 -0.581 -2.806  -0.62
N 4.044 -0.466 -0.608  -0.64
C 3.695 -1.859 -0.430  -0.06
C 2.210 -2.009 -0.085  -0.41
C 2.121 -1.727 1.422  -0.42
C 3.541 -1.936 1.982  -0.42
C 4.388 -2.433 0.806  -0.41
O 1.052 2.815 -0.305  -0.40
C -4.258 1.674 -1.204  -0.13
C -5.169 0.771 -1.697  -0.26
H -6.976 -2.377 0.018  0.18
H -7.324 -2.985 -1.619  0.20
H -5.680 -3.138 -0.952  0.18
H -4.832 -1.639 0.667  0.21
H -3.236 -0.042 1.530  0.21
H -1.393 0.957 1.292  0.40
H -0.792 3.841 1.375  0.27
H -0.354 2.736 2.727  0.23
H 5.237 1.876 -2.571  0.26
H 4.982 1.920 -0.794  0.25
H 3.819 0.160 0.159  0.43
H 3.969 -2.371 -1.355  0.24
H 1.591 -1.335 -0.675  0.21
H 1.898 -3.031 -0.303  0.21
H 1.402 -2.393 1.899  0.21
H 1.795 -0.704 1.608  0.22
H 3.550 -2.649 2.805  0.21
H 3.935 -0.993 2.360  0.21
H 5.427 -2.114 0.875  0.22
H 4.365 -3.521 0.750  0.21
H -4.092 2.618 -1.700  0.24
H -5.736 0.977 -2.590  0.23


What are the relative energy (zero: lowest compared OMol25 entry of this formula, charge and spin) values for these records? In order: 39.8; 82.9; 39.3 kcal/mol.